Record 1
C19H16BrN5O6Pt | ωB97M-V with the def2-TZVPD basis set

Calculated values
Energy relative to the best compared isomer or geometry (same formula, charge and spin) ... 0.000 eV
HOMO energy ... -8.62 eV

```
! wB97M-V def2-TZVPD RIJCOSX def2/J DEFGRID3
* xyz 0 1
Pt 0.77 0.58 -0.35
Br -1.56 0.32 4.29
C -2.62 0.56 2.71
C -3.91 1.03 2.87
C -4.68 1.15 1.72
C -4.13 0.80 0.51
C -2.81 0.36 0.47
N -2.06 0.26 1.57
C -2.25 -0.05 -0.89
O -3.06 -0.40 -1.72
O -0.98 -0.04 -1.11
H -4.30 1.27 3.85
H -5.70 1.51 1.78
H -4.68 0.84 -0.42
O 1.63 -0.72 -1.61
N 2.91 -0.65 -1.56
N 3.41 0.18 -0.76
O 2.68 0.98 0.04
C 4.84 0.32 -0.67
C 5.35 1.33 0.12
C 6.73 1.47 0.21
C 7.57 0.61 -0.47
C 7.03 -0.40 -1.25
C 5.66 -0.56 -1.36
H 4.68 2.00 0.64
H 7.14 2.26 0.83
H 8.64 0.72 -0.39
H 7.68 -1.08 -1.79
H 5.23 -1.35 -1.96
O -4.96 5.90 0.99
C -3.79 6.59 1.37
N -2.72 5.71 1.78
C -1.99 5.06 0.83
O -2.15 5.25 -0.36
C -0.97 4.09 1.34
C -0.32 4.21 2.56
C 0.58 3.23 2.94
C 0.80 2.16 2.10
N 0.19 2.06 0.91
C -0.67 3.01 0.53
H -4.79 5.49 0.13
H -4.05 7.23 2.21
H -3.40 7.19 0.55
H -2.79 5.28 2.69
H -0.51 5.06 3.20
H 1.10 3.28 3.88
H 1.47 1.35 2.36
H -1.14 2.89 -0.44
*
```

***

Record 2
C19H16Cl5N2O4S7Zr | ωB97M-V with the def2-TZVPD basis set

Calculated values
Energy relative to the best compared isomer or geometry (same formula, charge and spin) ... 1.512 eV
HOMO energy ... -4.47 eV

```
! wB97M-V def2-TZVPD RIJCOSX def2/J DEFGRID3
* xyz -1 1
Zr 0.44 -0.70 -0.82
Cl 2.47 -3.42 -0.38
C 3.01 -2.15 0.67
C 2.27 -0.97 0.71
C 2.67 -0.06 1.67
Cl 1.71 1.38 1.90
C 3.78 -0.24 2.49
Cl 4.24 0.95 3.66
C 4.53 -1.40 2.37
Cl 5.92 -1.65 3.36
C 4.14 -2.38 1.45
Cl 5.03 -3.85 1.33
S -4.40 -6.44 0.36
C -3.27 -5.28 0.09
S -2.81 -4.70 -1.47
C -1.61 -3.51 -0.95
C -1.42 -3.43 0.37
S -0.37 -2.29 1.16
S -2.39 -4.50 1.36
S -0.87 -2.51 -2.16
O -1.04 2.61 -2.31
S -0.76 1.89 -1.10
O -1.17 2.59 0.12
O 0.70 1.45 -1.00
O -1.38 0.49 -1.11
N -3.98 -0.42 3.48
C -2.97 0.59 3.98
C -1.73 0.43 3.12
N -2.02 0.50 1.73
C -3.06 -0.34 1.24
C -4.35 -0.19 2.03
H -4.81 -0.43 4.07
H -3.55 -1.35 3.54
H -2.80 0.38 5.04
H -3.43 1.57 3.86
H -1.28 -0.55 3.36
H -0.99 1.18 3.39
H -1.85 1.38 1.24
H -2.76 -1.40 1.30
H -3.23 -0.13 0.18
H -5.10 -0.93 1.77
H -4.76 0.82 1.97
S 2.26 -0.87 -2.56
C 1.57 -0.41 -4.12
C 2.36 -0.61 -5.26
C 1.88 -0.28 -6.52
C 0.61 0.25 -6.67
C -0.18 0.44 -5.54
C 0.29 0.12 -4.28
H 3.35 -1.03 -5.14
H 2.51 -0.43 -7.39
H 0.23 0.51 -7.65
H -1.18 0.86 -5.64
H -0.36 0.30 -3.43
*
```

***

Record 3
C19H16Cl5N2OS3Tc | ωB97M-V with the def2-TZVPD basis set

Calculated values
Energy relative to the best compared isomer or geometry (same formula, charge and spin) ... 0.000 eV
HOMO energy (spin up / spin down) ... -10.77 / -10.65 eV

```
! wB97M-V def2-TZVPD RIJCOSX def2/J DEFGRID3
* xyz 1 2
Tc -0.53 0.34 0.19
C -2.56 0.04 1.12
C -1.78 -1.16 1.19
C -0.67 -0.94 2.06
C -0.74 0.40 2.49
C -1.92 0.99 1.93
H -3.49 0.17 0.59
H -2.04 -2.10 0.73
H 0.08 -1.66 2.32
H -0.01 0.92 3.10
H -2.23 2.01 2.07
Cl 2.00 0.35 -0.02
C 1.60 -1.21 -0.69
C 0.23 -1.36 -0.77
C -0.22 -2.48 -1.45
Cl -1.91 -2.70 -1.75
C 0.68 -3.40 -2.00
Cl 0.11 -4.77 -2.87
C 2.06 -3.21 -1.87
Cl 3.17 -4.32 -2.55
C 2.54 -2.08 -1.20
Cl 4.21 -1.74 -1.06
C 1.00 5.35 -2.11
O 0.23 4.45 -1.31
C 0.87 3.58 -0.55
S 2.48 3.40 -0.49
S -0.35 2.79 0.48
H 0.27 5.96 -2.64
H 1.63 4.80 -2.81
H 1.63 5.97 -1.47
C -1.59 -0.46 -6.73
C -0.70 -0.25 -5.56
C 0.65 -0.42 -5.55
C 1.35 -0.20 -4.35
N 0.73 0.17 -3.23
C -0.59 0.33 -3.24
S -1.51 0.86 -1.89
N -1.28 0.12 -4.39
C 2.83 -0.40 -4.27
H -1.00 -0.53 -7.65
H -2.31 0.36 -6.84
H -2.15 -1.39 -6.61
H 1.17 -0.71 -6.45
H -2.29 0.25 -4.35
H 3.30 -0.17 -5.22
H 3.04 -1.44 -4.03
H 3.25 0.22 -3.48
*
```

***

Record 4
C19H16CrN2O3 | ωB97M-V with the def2-TZVPD basis set

Calculated values
Energy relative to the best compared isomer or geometry (same formula, charge and spin) ... 0.000 eV
HOMO energy (spin up / spin down) ... -0.05 / -0.16 eV

```
! wB97M-V def2-TZVPD RIJCOSX def2/J DEFGRID3
* xyz -2 5
Cr -1.42 2.20 -1.33
N -2.36 2.56 1.65
C -3.75 2.40 1.25
C -4.20 2.90 -0.13
O -5.32 3.44 -0.20
N -3.38 2.70 -1.16
C -3.84 3.26 -2.43
C -2.64 3.33 -3.39
O -2.79 3.14 -4.59
O -1.52 3.59 -2.77
H -2.01 3.47 1.37
H -1.76 1.86 1.23
H -4.40 2.92 1.96
H -3.99 1.34 1.31
H -4.23 4.27 -2.28
H -4.64 2.68 -2.89
C -0.42 0.75 -0.31
C 0.42 -0.12 -0.04
C 1.38 -1.11 0.28
C 1.83 -1.20 1.64
C 1.60 -0.14 2.55
C 1.99 -0.19 3.87
C 2.64 -1.32 4.39
C 2.85 -2.39 3.53
C 2.46 -2.35 2.21
C 1.83 -1.96 -0.81
C 3.05 -2.66 -0.81
C 3.46 -3.43 -1.89
C 2.68 -3.54 -3.04
C 1.48 -2.83 -3.08
C 1.07 -2.06 -2.01
H 1.09 0.74 2.17
H 1.79 0.66 4.52
H 2.94 -1.36 5.43
H 3.31 -3.29 3.92
H 2.60 -3.23 1.60
H 3.72 -2.57 0.03
H 4.42 -3.94 -1.85
H 3.00 -4.14 -3.88
H 0.86 -2.88 -3.97
H 0.14 -1.51 -2.06
*
```

***

Record 5
C19H16N4O | ωB97M-V with the def2-TZVPD basis set

Calculated values
Energy relative to the best compared isomer or geometry (same formula, charge and spin) ... 1.680 eV
HOMO energy ... -7.65 eV
SMILES ... COc1ccc2[nH]cc3c2c1[C@H](C)NC(c1cccnc1)=C3C#N

```
! wB97M-V def2-TZVPD RIJCOSX def2/J DEFGRID3
* xyz 0 1
C 0.02 3.58 -3.47
O 0.07 2.36 -2.95
C 1.12 1.97 -2.07
C 2.50 2.38 -2.36
C 3.51 1.83 -1.48
C 3.15 0.84 -0.54
N 4.00 0.18 0.34
C 3.21 -0.53 1.25
C 1.92 -0.41 0.91
C 1.80 0.47 -0.29
C 0.77 0.94 -1.10
C -0.57 0.33 -0.94
C -1.54 1.01 0.11
N -0.64 -1.12 -0.55
C -0.43 -1.45 0.80
C -1.64 -2.02 1.45
C -2.24 -3.25 1.18
C -3.40 -3.57 1.72
C -4.03 -2.63 2.57
N -3.49 -1.46 2.81
C -2.31 -1.21 2.32
C 0.78 -1.19 1.52
C 0.94 -1.77 2.80
N 1.05 -2.25 3.87
H 0.35 4.43 -2.85
H -1.04 3.76 -3.72
H 0.63 3.63 -4.38
H 2.73 3.06 -3.22
H 4.54 2.15 -1.61
H 4.98 0.42 0.53
H 3.70 -1.05 2.01
H -1.04 0.40 -1.98
H -1.10 1.18 1.11
H -1.84 1.97 -0.22
H -2.50 0.40 0.11
H -1.39 -1.67 -0.99
H -1.94 -3.96 0.37
H -3.76 -4.58 1.57
H -4.98 -2.88 2.81
H -1.86 -0.29 2.57
*
```

***

Record 6
C19H16N6O2S | ωB97M-V with the def2-TZVPD basis set

Calculated values
Energy relative to the best compared isomer or geometry (same formula, charge and spin) ... 1.074 eV
HOMO energy ... -8.46 eV
SMILES ... COc1ccc(OCc2nn3c(Cn4cnc5ccccc54)nnc3s2)cc1

```
! wB97M-V def2-TZVPD RIJCOSX def2/J DEFGRID3
* xyz 0 1
C 6.41 2.12 -1.60
O 6.54 0.93 -0.87
C 5.45 0.44 -0.22
C 4.19 1.03 -0.21
C 3.14 0.45 0.49
C 3.34 -0.72 1.19
O 2.38 -1.38 1.94
C 1.07 -0.90 1.98
C 0.26 -1.28 0.78
N -1.00 -1.52 0.85
N -1.48 -1.84 -0.35
C -2.67 -2.18 -0.91
C -3.96 -2.19 -0.15
N -4.13 -0.94 0.53
C -4.09 -0.70 1.87
N -4.19 0.55 2.19
C -4.29 1.22 1.00
C -4.41 2.58 0.73
C -4.48 2.97 -0.59
C -4.43 2.04 -1.63
C -4.31 0.68 -1.39
C -4.24 0.29 -0.07
N -2.49 -2.39 -2.18
N -1.20 -2.23 -2.50
C -0.59 -1.89 -1.40
S 0.99 -1.47 -0.82
C 4.60 -1.32 1.19
C 5.64 -0.74 0.50
H 6.13 2.96 -0.96
H 7.40 2.31 -2.03
H 5.68 2.02 -2.41
H 4.00 1.95 -0.75
H 2.18 0.94 0.46
H 0.61 -1.35 2.86
H 1.04 0.19 2.10
H -4.77 -2.37 -0.86
H -3.95 -3.00 0.59
H -4.00 -1.50 2.59
H -4.45 3.29 1.54
H -4.57 4.02 -0.83
H -4.48 2.39 -2.65
H -4.26 -0.03 -2.20
H 4.74 -2.23 1.74
H 6.62 -1.20 0.49
*
```

***

Record 7
C19H17Br2IrNO2Se | ωB97M-V with the def2-TZVPD basis set

Calculated values
Energy relative to the best compared isomer or geometry (same formula, charge and spin) ... 0.741 eV
HOMO energy (spin up / spin down) ... -8.25 / -11.83 eV

```
! wB97M-V def2-TZVPD RIJCOSX def2/J DEFGRID3
* xyz 1 5
Ir 9.59 9.41 7.10
C 7.81 8.61 10.22
C 9.26 8.16 10.08
C 9.90 7.41 11.10
C 11.17 6.93 10.89
C 11.94 7.35 9.78
C 13.32 7.25 9.70
Br 14.23 6.85 11.23
C 14.06 7.74 8.62
C 13.43 8.58 7.67
Br 14.59 9.29 6.43
C 12.10 9.01 7.95
O 11.52 10.09 7.41
C 11.37 8.31 8.96
N 10.00 8.57 9.04
H 7.30 8.51 9.29
H 7.79 9.71 10.45
H 7.33 7.99 10.98
H 9.32 7.23 12.00
H 11.62 6.25 11.57
H 15.12 7.50 8.52
C 8.00 6.99 5.34
C 7.35 7.69 6.48
C 6.19 6.94 7.08
O 7.65 8.82 6.95
H 7.42 6.05 5.15
H 9.05 6.68 5.62
H 8.02 7.67 4.47
H 6.54 6.33 7.93
H 5.77 6.29 6.29
H 5.45 7.71 7.43
Se 9.80 10.42 5.06
C 10.13 12.07 5.86
C 11.02 12.95 5.22
C 11.32 14.15 5.81
C 10.77 14.42 7.08
C 9.85 13.57 7.68
C 9.46 12.41 7.02
H 11.42 12.71 4.21
H 11.86 14.88 5.22
H 11.01 15.34 7.63
H 9.44 13.84 8.66
H 8.60 11.82 7.33
*
```

***

Record 8
C19H17Cl2O6 | ωB97M-V with the def2-TZVPD basis set

Calculated values
HOMO energy ... -3.35 eV

```
! wB97M-V def2-TZVPD RIJCOSX def2/J DEFGRID3
* xyz -1 1
Cl 4.13 2.79 -2.74
C 2.44 2.56 -2.64
C 1.58 3.60 -2.58
C 0.12 3.45 -2.48
O -0.65 4.40 -2.41
C -0.35 2.02 -2.45
Cl -2.04 1.79 -2.32
C 0.50 0.97 -2.49
C 1.95 1.12 -2.66
O 2.72 0.17 -2.82
H 1.98 4.61 -2.60
H 0.11 -0.04 -2.47
C 0.29 -4.89 0.20
C 1.13 -3.65 0.29
O 0.19 -2.57 0.49
C 0.78 -1.38 0.66
C -0.08 -0.19 0.81
C -1.54 -0.26 0.66
O -2.30 0.71 0.71
O -2.09 -1.47 0.51
C -3.54 -1.44 0.47
C -3.91 -2.90 0.43
C 0.49 1.02 1.29
C -0.24 2.24 1.35
C 0.29 3.38 1.95
C 1.59 3.37 2.46
C 2.36 2.21 2.35
C 1.83 1.06 1.78
O 2.02 -1.35 0.68
H 0.93 -5.77 0.07
H -0.29 -5.03 1.12
H -0.41 -4.84 -0.64
H 1.83 -3.71 1.14
H 1.70 -3.45 -0.64
H -3.94 -0.95 1.37
H -3.86 -0.89 -0.43
H -4.98 -3.04 0.54
H -3.59 -3.36 -0.51
H -3.40 -3.43 1.25
H -1.25 2.25 0.95
H -0.34 4.27 2.01
H 2.01 4.27 2.93
H 3.39 2.18 2.73
H 2.44 0.17 1.68
*
```

***

Record 9
C19H17F5N3O7P2S | ωB97M-V with the def2-TZVPD basis set

Calculated values
HOMO energy ... -11.21 eV
SMILES ... Cc1ccc(Cn2c(C(F)(F)c3cccc(C(F)(F)F)c3)c(P(=O)(O)O)[n+](P(O)(O)=S)c2ON=O)cc1

```
! wB97M-V def2-TZVPD RIJCOSX def2/J DEFGRID3
* xyz 1 1
C 5.60 -3.79 0.45
C 4.54 -2.82 -0.39
C 3.21 -3.46 -1.16
C 2.12 -2.49 -1.96
C 2.46 -0.87 -1.94
C 1.47 0.28 -2.64
N 0.86 1.04 -1.45
C -0.24 0.46 -0.53
C -1.02 -0.98 -0.60
F -0.26 -1.91 0.32
F -0.96 -1.64 -1.96
C -2.62 -0.91 -0.22
C -3.56 0.42 -0.42
C -5.16 0.41 0.03
C -5.90 -0.90 0.68
C -4.96 -2.27 0.86
C -5.61 -3.64 1.51
F -6.72 -3.39 2.47
F -4.61 -4.50 2.21
F -6.20 -4.47 0.40
C -3.35 -2.27 0.42
C -0.36 1.71 0.51
P -1.48 1.84 2.06
O -1.98 0.44 2.63
O -2.85 2.84 1.69
O -0.46 2.53 3.34
N 0.60 2.84 0.12
P 0.95 4.41 0.87
O 2.17 4.14 2.11
O 1.68 5.58 -0.25
S -0.66 5.33 1.57
C 1.38 2.42 -1.12
O 2.44 3.13 -1.88
N 1.78 3.78 -2.86
O 2.57 4.29 -3.64
C 3.82 -0.24 -1.20
C 4.88 -1.20 -0.41
H 6.30 -4.42 -0.24
H 4.93 -4.44 1.18
H 6.21 -3.07 1.17
H 3.01 -4.64 -1.10
H 1.18 -2.94 -2.50
H 0.66 -0.18 -3.35
H 2.15 0.97 -3.31
H -3.11 1.42 -0.86
H -5.79 1.38 -0.11
H -7.02 -0.93 1.03
H -2.79 -3.29 0.62
H -3.46 2.89 2.49
H -0.09 1.68 3.78
H 1.74 3.91 2.99
H 2.66 5.32 -0.28
H 4.01 0.93 -1.24
H 5.82 -0.72 0.10
*
```

***

Record 10
C19H17N2O5S | ωB97M-V with the def2-TZVPD basis set

Calculated values
Energy relative to the best compared isomer or geometry (same formula, charge and spin) ... 0.955 eV
HOMO energy ... -5.17 eV
SMILES ... CCOC(=O)[C@](C#N)(C(=O)N=[S@](=O)([O-])c1ccc(C)cc1)c1ccccc1

```
! wB97M-V def2-TZVPD RIJCOSX def2/J DEFGRID3
* xyz -1 1
C 2.36 -4.93 -0.50
C 2.89 -4.03 0.58
O 2.01 -2.85 0.55
C 2.54 -1.82 1.22
O 3.53 -1.97 1.95
C 1.68 -0.55 1.06
C 0.31 -1.00 1.07
N -0.82 -1.44 0.95
C 1.72 0.33 -0.43
O 2.93 0.30 -0.58
N 0.56 0.78 -0.77
S 0.02 1.29 -2.40
O 0.35 0.26 -3.35
O 0.34 2.67 -2.70
C -1.79 1.28 -2.30
C -2.48 0.07 -2.16
C -3.87 0.04 -2.08
C -4.62 1.23 -2.16
C -6.12 1.19 -2.06
C -3.93 2.44 -2.34
C -2.53 2.46 -2.42
C 1.89 0.45 2.18
C 3.00 0.48 3.04
C 3.27 1.62 3.83
C 2.39 2.72 3.80
C 1.24 2.69 2.98
C 0.99 1.56 2.21
H 2.84 -5.91 -0.43
H 1.27 -5.08 -0.42
H 2.58 -4.52 -1.49
H 2.81 -4.50 1.55
H 3.93 -3.77 0.38
H -1.92 -0.86 -2.09
H -4.40 -0.91 -1.96
H -6.53 2.20 -2.01
H -6.57 0.67 -2.90
H -6.43 0.65 -1.15
H -4.52 3.37 -2.42
H -2.03 3.41 -2.58
H 3.70 -0.35 3.06
H 4.16 1.69 4.49
H 2.57 3.62 4.40
H 0.55 3.53 2.93
H 0.14 1.50 1.52
*
```

***

| no. | molecular weight (g mol⁻¹) |
| --- | --- |
| 1 | 685.35 |
| 2 | 829.31 |
| 3 | 659.82 |
| 4 | 372.34 |
| 5 | 316.36 |
| 6 | 392.44 |
| 7 | 722.34 |
| 8 | 412.24 |
| 9 | 588.36 |
| 10 | 385.42 |